16
Properties=species:S:1:pos:R:3:forces:R:3 method="wB97M-V/def2-TZVPD" total_energy_ev=-7852.5384 homo_ev=-8.56 orbital_gap_ev=9.200
C -0.01570 -1.19333 0.47732 -0.03 -0.36 0.16
H -1.98352 1.13347 -0.76092 0.12 -0.08 0.01
H -0.47884 1.73587 -0.03050 -0.09 -0.21 -0.07
C -0.88539 -1.51575 -0.69746 0.21 0.04 -0.06
H 0.30797 -1.87481 1.26651 -0.13 0.08 -0.17
C 1.87034 0.45738 0.12854 0.10 0.09 0.04
C -1.22608 -0.22444 0.78006 -0.09 0.11 0.18
C -0.23837 -0.15893 -1.18307 -0.05 0.19 -0.41
H 1.41215 1.22069 0.77686 0.05 -0.10 -0.08
N 0.94938 -0.53549 -0.38904 0.03 0.06 0.08
H -0.10770 0.05244 -2.24654 0.04 0.00 0.17
H -2.10535 -0.80692 0.37368 -0.14 0.06 0.22
H 2.64613 -0.05762 0.70403 -0.10 0.09 -0.06
H -1.46877 -0.02571 1.82396 0.18 0.06 -0.13
H 2.35852 0.96000 -0.71312 -0.06 -0.05 0.13
C -1.03477 0.83315 -0.31031 -0.05 0.01 -0.02